--- P ---
Below is C2H2O4S in the gas phase, with properties calculated with the ωB97M-V functional and the def2-TZVPD basis.

E_LUMO = -0.808 eV
gap between HOMO and LUMO = 9.715 eV
SMILES = O=S1(=O)C=COO1

Last column: Löwdin charge in e.
Positions of all 9 atoms, in Å:
C  0.06085  -0.79673  0.40674  -0.223
C  -0.68086  0.16474  -0.14555  -0.044
O  -3.00361  0.16828  1.21378  -0.264
O  -3.08200  -0.72269  -1.11070  -0.227
O  -0.38437  -1.98150  0.70670  0.072
O  -1.90584  -1.87873  0.61002  -0.144
S  -2.39791  -0.45195  0.06147  0.638
H  1.06445  -0.72970  0.39512  0.109
H  -0.30145  1.11585  -0.35874  0.083

---

--- Q ---
Below is C2H2O4S in the gas phase, with properties calculated with the ωB97M-V functional and the def2-TZVPD basis.

E_LUMO (spin up / spin down) = -3.791 / -2.753 eV
gap between HOMO and LUMO (spin up / spin down) = 7.092 / 8.189 eV

Last column: Löwdin charge in e.
Positions of all 9 atoms, in Å:
C  1.13903  0.62884  0.14549  -0.271
C  0.75669  -0.61445  -0.16265  0.089
O  -1.88803  -1.19216  -0.98246  -0.278
O  -1.26373  -0.63037  1.32425  -0.244
O  0.42319  1.64556  0.27776  0.114
O  -1.23801  1.05242  -0.45071  -0.182
S  -1.14402  -0.33309  -0.07672  0.505
H  2.11061  1.08405  0.08413  0.150
H  1.10428  -1.64081  -0.15909  0.117

---

Winner for stability: P

---

--- P ---
Below is CH4INS in the gas phase, with properties calculated with the ωB97M-V functional and the def2-TZVPD basis.

E_LUMO (spin up / spin down) = -0.248 / -0.292 eV
gap between HOMO and LUMO (spin up / spin down) = 7.952 / 7.267 eV

Last column: Löwdin charge in e.
Positions of all 8 atoms, in Å:
C  0.22576  -1.60327  -0.40978  -0.564
N  -0.91773  0.68012  0.68845  -0.544
S  0.42985  1.39554  0.93208  0.504
I  1.74717  -0.31116  -0.84418  0.845
H  -0.77585  -1.39500  -0.65186  -0.064
H  0.40125  -2.09650  0.49833  -0.066
H  -1.37503  1.04644  -0.19497  0.018
H  0.26458  2.28383  -0.01807  -0.128

---

--- Q ---
Below is a molecular structure, CH4INS, with properties calculated with the ωB97M-V functional and the def2-TZVPD basis.

E_LUMO = -0.234 eV
gap between HOMO and LUMO = 8.434 eV

Last column: Löwdin charge in e.
Positions of all 8 atoms, in Å:
C  0.09100  -0.72123  0.52648  -0.135
N  -0.66387  1.23500  -1.54636  -0.538
S  0.13265  -0.03469  -1.64588  0.309
I  -1.32263  -1.89939  -2.26477  0.304
H  1.17266  -0.76134  0.76013  0.015
H  -0.41116  -1.67418  0.44634  -0.049
H  -0.30361  0.19064  1.07989  0.052
H  -0.88433  1.74374  -2.47684  0.042

---

Winner for stability: Q

---

--- P ---
Below is a molecular structure, C2H2O4, with properties calculated with the ωB97M-V functional and the def2-TZVPD basis.

E_LUMO = -2.015 eV
gap between HOMO and LUMO = 7.676 eV

Last column: Löwdin charge in e.
Positions of all 8 atoms, in Å:
C  2.37517  0.50662  -1.12602  0.169
C  1.16660  0.52650  -0.91869  -0.289
O  -2.52753  -0.78720  1.46185  0.034
O  -0.05256  0.62158  -0.62971  0.034
O  -1.26486  -1.11349  0.79847  -0.083
O  -0.29365  -0.30337  0.82446  0.022
H  3.36903  0.53564  -1.35342  0.002
H  -2.77220  0.01372  0.94305  0.112

---

--- Q ---
Below is 2 unconnected molecules or ions with the total composition C2H2O4, with properties calculated with the ωB97M-V functional and the def2-TZVPD basis.

E_LUMO = 0.642 eV
gap between HOMO and LUMO = 11.761 eV
SMILES = O=C=O.O=CO

Last column: Löwdin charge in e.
Positions of all 8 atoms, in Å:
C  -1.82235  0.21777  0.02564  -0.430
C  1.15638  -0.57194  -0.06973  -0.420
O  -2.48405  -0.71208  0.12213  0.237
O  0.08976  -1.09734  -0.15629  0.069
O  -1.18752  1.19736  0.06419  0.163
O  1.42808  0.67835  0.00431  0.099
H  2.17634  -1.01566  0.09209  0.156
H  0.64334  1.30355  -0.08232  0.126

---

Winner for stability: Q

---

--- P ---
Below is 2 unconnected molecules or ions with the total composition C8H9BrO2, with properties calculated with the ωB97M-V functional and the def2-TZVPD basis.

E_LUMO = 0.576 eV
gap between HOMO and LUMO = 9.809 eV

Last column: Löwdin charge in e.
Positions of all 20 atoms, in Å:
C  2.99698  1.30541  0.04017  -0.100
C  2.74626  0.28174  -0.82890  -0.092
C  1.93509  1.97814  0.72712  -0.066
C  1.39757  -0.16729  -0.98843  -0.060
C  0.63260  1.50163  0.62443  -0.113
C  0.46103  0.47251  -0.21549  -0.056
C  -2.80552  -2.03030  0.88659  0.006
C  -1.56195  -0.31810  -0.21407  -0.712
O  -1.84925  -0.87753  -1.53772  -0.066
O  -1.55735  -1.25898  0.70364  -0.146
Br  -2.86295  1.22326  0.08488  0.631
H  4.01579  1.39728  0.45711  0.110
H  3.52286  -0.36014  -1.21631  0.100
H  2.22318  2.65648  1.53637  0.105
H  1.10971  -0.75425  -1.86808  0.110
H  -0.18116  2.08906  1.09486  0.099
H  -2.93700  -2.01851  1.87691  0.053
H  -2.62722  -3.06590  0.57225  0.112
H  -3.49854  -1.52426  0.35197  0.030
H  -1.16013  -0.53026  -2.08729  0.055

---

--- Q ---
Below is C8H9BrO2 in the gas phase, with properties calculated with the ωB97M-V functional and the def2-TZVPD basis.

E_LUMO = -0.429 eV
gap between HOMO and LUMO = 8.814 eV
SMILES = O=C/C=C/C=C\C=C(/Br)CO

Last column: Löwdin charge in e.
Positions of all 20 atoms, in Å:
C  1.01768  1.09471  1.79162  -0.083
C  -0.32459  1.20884  1.72766  -0.141
C  1.92960  0.46845  0.72717  -0.105
C  -1.31902  0.91225  0.65807  -0.136
C  2.93285  -0.33632  -1.32672  -0.271
C  1.75454  0.29787  -0.58730  -0.109
C  -1.47719  -0.34640  0.16146  -0.600
C  -2.50519  -0.57915  -1.00713  -0.290
O  4.01355  -0.65740  -0.89948  0.032
O  -3.02452  -1.88117  -1.10434  -0.131
Br  -0.35028  -1.86921  0.43036  0.852
H  1.47501  1.23582  2.82166  0.118
H  -0.80290  1.68634  2.66789  0.128
H  2.86633  0.17597  1.05862  0.079
H  -2.12391  1.68243  0.41597  0.138
H  2.77154  -0.51949  -2.44435  0.123
H  0.87230  0.51286  -1.16870  0.087
H  -1.84131  -0.46031  -1.98971  0.150
H  -3.42949  0.00468  -0.97580  0.123
H  -2.43503  -2.63077  -0.95695  0.036

---

Winner for stability: Q

---

--- P ---
Below is a gas-phase ion, C3H5N2 (charge +1), with properties calculated with the ωB97M-V functional and the def2-TZVPD basis.

charge = +1
E_LUMO (spin up / spin down) = -4.275 / -7.381 eV
gap between HOMO and LUMO (spin up / spin down) = 8.041 / 7.819 eV
multiplicity = 3

Last column: Löwdin spin population.
Positions of all 10 atoms, in Å:
C  0.57166  -1.19859  1.08049  1.150
C  -0.72920  0.61373  0.32433  0.059
C  0.68264  -0.18980  -1.03326  0.330
N  1.24843  -0.92387  -0.21445  0.142
N  -0.41393  -0.36710  1.20063  0.240
H  -0.29101  1.64377  0.09380  0.020
H  -1.83163  0.43907  0.08373  0.013
H  0.87053  0.03858  -2.13845  0.018
H  1.90995  -1.64018  -0.49876  0.011
H  -1.09451  -0.57588  1.89507  0.018

---

--- Q ---
Below is 2 unconnected molecules or ions with the total composition C3H5N2, with properties calculated with the ωB97M-V functional and the def2-TZVPD basis.

charge = +1
E_LUMO (spin up / spin down) = -5.795 / -6.031 eV
gap between HOMO and LUMO (spin up / spin down) = 7.378 / 7.942 eV
multiplicity = 3

Last column: Löwdin spin population.
Positions of all 10 atoms, in Å:
C  1.38119  -0.89343  -2.60854  1.510
C  -0.29954  -1.07933  -1.29076  0.271
C  -0.74998  0.03667  0.64577  0.012
N  -0.59461  0.96937  1.49835  0.000
N  0.06978  -0.12896  -0.35532  0.059
H  2.06446  -1.30249  -1.92454  0.130
H  -1.63618  -0.54992  0.74488  0.003
H  -1.28771  0.88894  2.23542  0.000
H  0.23681  1.53753  1.40360  0.000
H  0.81579  0.52161  -0.34885  0.015

---

Winner for stability: P

---

--- P ---
Below is 2 unconnected molecules or ions with the total composition C8H14NO, with properties calculated with the ωB97M-V functional and the def2-TZVPD basis.

charge = +1
E_LUMO = -3.234 eV
gap between HOMO and LUMO = 9.054 eV

Last column: Löwdin charge in e.
Positions of all 24 atoms, in Å:
C  0.33852  -2.50390  1.95636  0.005
N  -0.41509  -1.75814  0.88197  0.166
H  0.24856  -1.37972  0.20460  0.138
H  -1.01176  -2.42115  0.39401  0.172
H  -0.90155  -1.02221  1.40106  0.129
H  -0.36890  -2.86002  2.68439  0.100
H  1.04859  -1.82154  2.42116  0.105
H  0.87803  -3.34611  1.53115  0.104
C  1.13130  0.80890  -2.95816  -0.035
C  -0.77526  1.27109  0.91984  -0.365
C  0.61225  1.14214  0.81564  -0.042
C  -1.52309  1.19641  -0.24016  -0.019
C  1.20977  0.99633  -0.43175  -0.050
C  -0.90440  0.96072  -1.46649  -0.036
C  0.47979  0.90392  -1.61215  -0.289
O  -1.28951  1.16220  2.18235  0.034
H  -1.97919  1.76595  2.47957  0.127
H  1.21009  1.26576  1.69555  0.121
H  -2.59850  1.28548  -0.26367  0.122
H  2.29435  0.92355  -0.38799  0.124
H  -1.52343  0.69462  -2.31539  0.120
H  1.33967  1.85187  -3.25925  0.101
H  0.39881  0.55920  -3.72833  0.086
H  2.10097  0.32464  -2.90434  0.084

---

--- Q ---
Below is 2 unconnected molecules or ions with the total composition C8H14NO, with properties calculated with the ωB97M-V functional and the def2-TZVPD basis.

charge = +1
E_LUMO = -5.753 eV
gap between HOMO and LUMO = 6.850 eV

Last column: Löwdin charge in e.
Positions of all 24 atoms, in Å:
C  2.49553  -0.05385  -1.21989  -0.115
C  3.58130  0.37748  -0.28508  -0.113
C  2.94837  -0.02166  1.05648  -0.141
C  -1.59365  -1.19491  -0.17987  0.004
C  -1.77954  1.19108  -0.05805  -0.005
C  -2.34703  -0.05680  0.04873  -0.047
C  -2.08115  -2.55265  -0.04817  -0.026
C  -2.46192  2.44324  0.21888  -0.035
N  1.48347  -0.54597  -0.63729  0.006
O  1.64989  -0.54919  0.71934  -0.143
H  2.52732  0.03074  -2.28894  0.120
H  4.51336  -0.14801  -0.49368  0.120
H  3.77277  1.44894  -0.36741  0.118
H  3.50194  -0.80603  1.57698  0.123
H  2.79534  0.82196  1.73308  0.120
H  -0.54880  -1.07569  -0.46266  0.084
H  -0.74204  1.24867  -0.36351  0.126
H  -3.38518  -0.15217  0.33715  0.132
H  -3.11667  -2.62255  0.26811  0.097
H  -1.43115  -3.10216  0.63859  0.121
H  -1.94191  -3.07496  -1.00096  0.123
H  -2.53562  3.02400  -0.70707  0.121
H  -1.84848  3.06310  0.87860  0.114
H  -3.45613  2.30739  0.63663  0.098

---

Winner for stability: P